{
  "formula": "C10H11NO2",
  "method": "ωB97M-V/def2-TZVPD",
  "total_energy_ha": -592.6677,
  "homo_energy_ev": [-7.91, -7.91],
  "e_lumo_ev": [0.4, 0.4],
  "total_charge": 0,
  "orbital_gap_ev": [8.28, 8.28],
  "max_force_ha_per_bohr": 0.105,
  "symbols": ["H", "C", "O", "H", "C", "H", "C", "H", "C", "O", "H", "C", "H", "H", "H", "C", "C", "H", "C", "H", "N", "C", "H", "C"],
  "positions_angstrom": [[1.62, 2.68, -2.14], [-1.13, -1.08, 1.40], [-1.28, 1.19, -1.35], [-1.92, -2.59, 2.59], [-2.09, -3.13, 0.62], [2.93, 0.17, 1.98], [-1.71, -2.27, 1.58], [-2.35, -3.45, -1.40], [-1.38, -1.48, -0.96], [2.19, 0.65, -0.05], [1.23, 0.91, 1.90], [1.12, 1.19, -0.61], [-0.92, 2.34, -2.92], [-1.08, -1.05, -1.87], [-1.07, -0.33, 2.18], [1.97, 0.29, 1.31], [0.91, 2.15, -1.51], [-0.79, 3.34, -1.36], [-0.55, 2.33, -1.87], [1.46, -0.68, 1.34], [-0.77, 0.74, -0.05], [-1.99, -2.73, -0.70], [-2.54, -4.07, 0.87], [-1.05, -0.60, 0.10]]
}